# 1
The following is a quantum chemistry calculation of a 3-piece molecular cluster, C22H50ClN9O3P2 overall, from the OMol25 dataset.

Geometry as XYZ:
```
87
Properties=species:S:1:pos:R:3:lowdin_charge:R:1
C -3.826 -1.175 3.418 -0.03
C -3.692 0.372 3.818 -0.35
O -3.292 0.637 5.006 0.02
N -3.959 1.537 2.939 -0.12
C -3.331 1.405 1.589 -0.07
C -5.407 1.886 2.855 -0.23
C -5.458 3.474 2.479 -0.14
N -5.384 4.684 2.363 0.13
C -6.229 1.723 4.238 -0.18
C -7.232 3.004 4.319 -0.18
N -7.953 3.968 4.405 0.14
C -7.196 0.431 4.138 -0.18
C -8.340 0.557 3.002 -0.24
C -8.433 -0.755 2.033 -0.55
Cl -6.806 -1.262 1.346 0.52
H -4.628 -1.664 4.080 0.09
H -2.822 -1.675 3.726 0.08
H -3.965 -1.372 2.295 0.06
H -3.119 0.330 1.253 0.08
H -2.321 1.970 1.526 0.11
H -4.021 1.870 0.777 0.11
H -5.903 1.324 1.987 0.11
H -5.595 1.774 5.189 0.15
H -7.761 0.376 5.151 0.13
H -6.587 -0.552 4.076 0.09
H -9.382 0.620 3.509 0.13
H -8.168 1.447 2.273 0.12
H -9.018 -1.602 2.548 0.09
H -9.087 -0.422 1.139 0.08
O -0.807 -1.590 1.624 -0.27
P 0.716 -1.724 1.833 0.79
N 1.038 -1.529 0.182 -0.35
C 1.641 -2.404 -0.793 -0.13
C 1.105 -0.146 -0.271 -0.13
N 0.586 -3.352 2.398 -0.34
C 0.409 -4.483 1.497 -0.14
C -0.383 -3.503 3.493 -0.15
N 2.472 -1.831 2.140 -0.32
C 3.312 -3.004 1.976 -0.13
C 2.794 -1.200 3.429 -0.16
H 2.725 -2.255 -0.862 0.08
H 1.224 -2.218 -1.789 0.09
H 1.444 -3.457 -0.614 0.05
H 2.103 0.274 -0.100 0.08
H 0.379 0.474 0.264 0.07
H 0.862 -0.052 -1.334 0.06
H -0.397 -4.314 0.777 0.09
H 0.184 -5.403 2.048 0.09
H 1.332 -4.713 0.966 0.05
H -1.413 -3.561 3.129 0.07
H -0.315 -2.656 4.186 0.07
H -0.168 -4.403 4.077 0.08
H 3.130 -3.764 2.745 0.09
H 4.366 -2.713 2.047 0.09
H 3.209 -3.468 0.999 0.06
H 2.494 -1.836 4.271 0.08
H 2.269 -0.244 3.524 0.07
H 3.864 -0.983 3.510 0.08
O 3.540 -0.175 -3.380 -0.26
P 4.071 0.698 -4.537 0.79
N 5.656 0.662 -3.940 -0.35
C 6.532 1.706 -3.468 -0.14
C 6.428 -0.514 -4.318 -0.14
N 3.109 2.056 -4.072 -0.33
C 3.476 2.938 -2.973 -0.13
C 1.687 1.723 -3.916 -0.14
N 4.640 1.664 -5.926 -0.32
C 4.878 3.097 -5.948 -0.13
C 3.889 1.296 -7.135 -0.16
H 7.155 2.112 -4.275 0.08
H 7.209 1.322 -2.696 0.08
H 6.011 2.526 -2.984 0.05
H 6.881 -0.383 -5.308 0.08
H 5.791 -1.403 -4.351 0.07
H 7.221 -0.731 -3.596 0.08
H 3.730 2.383 -2.065 0.09
H 2.666 3.634 -2.729 0.09
H 4.308 3.588 -3.248 0.05
H 1.475 1.259 -2.949 0.05
H 1.365 1.031 -4.703 0.08
H 1.065 2.618 -4.016 0.08
H 3.950 3.679 -5.923 0.09
H 5.408 3.367 -6.868 0.09
H 5.520 3.435 -5.140 0.06
H 2.874 1.713 -7.116 0.08
H 3.804 0.207 -7.210 0.07
H 4.397 1.638 -8.041 0.08
```

Values from the calculation:
LUMO (eV): -1.50
Spin multiplicity: 1
SMILES: CC(=O)N(C)[C@H](C#N)[C@@H](C#N)CCCCl.CN(C)P(=O)(N(C)C)N(C)C.CN(C)P(=O)(N(C)C)N(C)C
Highest occupied orbital energy (Ha): -0.2851
Charge: 0

# 2
The following is a quantum chemistry calculation of C16H15BrF4N2Pt as an isolated structure, from the OMol25 dataset.

Geometry as XYZ:
```
39
Properties=species:S:1:pos:R:3:lowdin_charge:R:1
Pt -0.500 0.640 0.425 1.16
C 2.351 -0.112 -0.569 -0.09
N 1.191 0.625 -1.076 -0.41
C 0.777 0.095 -2.377 -0.09
C 1.450 2.068 -1.146 -0.21
C 1.630 2.684 0.242 -0.23
N 0.706 2.064 1.188 -0.17
C 0.624 2.582 2.463 -0.16
C -0.182 1.946 3.432 -0.16
F -0.873 0.835 3.112 0.03
C -0.307 2.405 4.726 -0.22
F -1.104 1.730 5.565 0.10
C 0.367 3.522 5.176 0.07
C 1.172 4.158 4.255 -0.22
F 1.861 5.248 4.622 0.09
C 1.301 3.721 2.948 -0.14
F 2.121 4.446 2.159 0.07
H 3.216 0.034 -1.227 0.10
H 2.107 -1.172 -0.528 0.09
H 2.594 0.228 0.435 0.08
H 1.576 0.213 -3.119 0.10
H -0.113 0.621 -2.713 0.07
H 0.537 -0.961 -2.273 0.09
H 0.580 2.514 -1.632 0.12
H 2.331 2.266 -1.769 0.13
H 1.468 3.758 0.141 0.12
H 2.660 2.553 0.590 0.12
H 0.271 3.877 6.189 0.14
Br -6.521 -1.539 -1.613 0.72
C -4.821 -0.908 -1.057 -0.70
C -4.082 -0.101 -1.909 -0.14
C -2.839 0.351 -1.496 -0.15
C -2.302 0.019 -0.246 -0.37
C -3.094 -0.781 0.589 -0.15
C -4.339 -1.250 0.193 -0.14
H -4.477 0.169 -2.879 0.10
H -2.280 0.992 -2.169 0.08
H -2.740 -1.051 1.578 0.08
H -4.928 -1.872 0.854 0.10
```

Values from the calculation:
LUMO (spin up / spin down) (eV): 0.49 / -1.45
Spin multiplicity: 3
Highest occupied orbital energy (spin up / spin down) (Ha): -0.2862 / -0.2970
Charge: 0

Asked for E_tot across the records above, the calculation gives -2729.243020, -3820.887899 hartree in order.